Record 1
{
  "formula": "C20H17F3N4O6S",
  "method": "ωB97M-V with the def2-TZVPD basis set",
  "homo_lumo_gap_ha": 0.1886,
  "homo_ev": -7.61,
  "total_charge": 0,
  "symbols": ["C", "C", "C", "N", "C", "C", "C", "C", "C", "C", "C", "C", "C", "C", "H", "H", "H", "H", "H", "H", "H", "H", "H", "H", "H", "H", "H", "H", "H", "O", "S", "O", "C", "F", "F", "F", "C", "C", "C", "N", "O", "O", "N", "C", "C", "N", "O", "O", "C", "H", "H"],
  "positions_angstrom": [[4.2876, -1.3106, 0.8769], [4.4503, 0.2018, 1.0589], [3.0294, 0.7824, 1.1557], [2.1668, -0.3582, 1.4135], [0.8253, -0.2158, 1.4774], [0.0921, 0.9172, 1.1422], [-1.3513, 0.7566, 1.5128], [-1.4078, -0.7055, 1.9516], [-0.1218, -1.2653, 1.9381], [0.0683, -2.5907, 2.3370], [-1.0424, -3.3435, 2.7380], [-2.3293, -2.7831, 2.7276], [-2.5147, -1.4540, 2.3208], [2.8329, -1.6396, 1.2526], [4.4553, -1.6004, -0.1645], [4.9745, -1.8755, 1.5107], [4.9820, 0.4165, 1.9911], [4.9948, 0.6649, 0.2334], [2.9385, 1.5295, 1.9592], [2.7390, 1.2830, 0.2161], [0.5635, 1.8787, 0.9483], [-1.6370, 1.4421, 2.3281], [-2.0472, 0.9486, 0.6850], [1.0597, -3.0352, 2.3312], [-0.8995, -4.3778, 3.0507], [-3.1832, -3.3859, 3.0307], [-3.5061, -1.0003, 2.2866], [2.3401, -2.2519, 0.4786], [2.8054, -2.2029, 2.1960], [-0.7282, -2.0786, -1.4420], [0.0563, -0.9855, -1.9673], [1.3881, -0.7048, -1.4702], [0.2571, -1.2607, -3.8230], [0.9634, -2.3901, -4.0089], [-0.9462, -1.3851, -4.4236], [0.9228, -0.2267, -4.3821], [-0.9110, 0.4972, -1.7610], [-0.2612, 1.6852, -1.3736], [-1.0204, 2.8577, -1.4674], [-0.6024, 4.1813, -1.3700], [0.4794, 4.7203, -1.2080], [-1.7837, 4.9658, -1.5609], [-2.8823, 4.1691, -1.7566], [-2.4007, 2.8885, -1.7222], [-3.0820, 1.6284, -1.9155], [-4.5165, 1.4911, -1.9746], [-5.2673, 2.4838, -1.9055], [-4.9610, 0.3200, -2.0808], [-2.3034, 0.4544, -1.9635], [0.8182, 1.7690, -1.2621], [-2.7838, -0.5053, -2.1455]]
}



Record 2
{
  "formula": "C20H17MoO2PTe4",
  "method": "ωB97M-V with the def2-TZVPD basis set",
  "de_lowest_ev": 0.1844,
  "homo_lumo_gap_ha": [0.1787, 0.1790],
  "homo_ev": [-13.39, -13.39],
  "total_charge": 2,
  "symbols": ["Mo", "O", "C", "C", "C", "C", "C", "C", "C", "P", "C", "C", "C", "C", "C", "C", "C", "C", "C", "C", "C", "C", "H", "H", "H", "H", "H", "H", "H", "H", "H", "H", "H", "H", "H", "H", "Te", "Te", "Te", "Te", "C", "O", "H", "H", "H"],
  "positions_angstrom": [[0.1859, -0.3394, 2.2848], [-0.4905, 1.5989, 2.7013], [-1.2079, 1.0600, 1.8600], [-2.0679, 1.5284, 0.8169], [-3.0155, 2.5502, 0.8079], [-3.7328, 2.7721, -0.3579], [-3.5025, 2.0105, -1.4972], [-2.5252, 1.0207, -1.5150], [-1.8214, 0.7681, -0.3517], [-0.4394, -0.3843, -0.1305], [1.0822, 0.6280, -0.0190], [2.2903, -0.0988, 0.0299], [3.4996, 0.5662, 0.1259], [3.5219, 1.9544, 0.2037], [2.3378, 2.6798, 0.1701], [1.1171, 2.0277, 0.0637], [-0.3263, -1.3447, -1.6605], [0.4476, -0.8371, -2.7060], [0.3909, -1.4525, -3.9432], [-0.4233, -2.5600, -4.1347], [-1.1742, -3.0735, -3.0868], [-1.1316, -2.4706, -1.8398], [-3.2066, 3.1240, 1.7033], [-4.4870, 3.5446, -0.3759], [-4.0996, 2.1815, -2.3792], [-2.3366, 0.4414, -2.4055], [2.2593, -1.1793, -0.0976], [4.4223, 0.0077, 0.1253], [4.4662, 2.4714, 0.2727], [2.3608, 3.7600, 0.2114], [0.2030, 2.6053, -0.0223], [1.0749, 0.0307, -2.5543], [0.9808, -1.0622, -4.7574], [-0.4727, -3.0228, -5.1073], [-1.7952, -3.9421, -3.2430], [-1.7171, -2.8615, -1.0177], [2.4098, 0.7439, 3.5688], [0.8338, 1.4725, 5.5956], [-0.3856, -0.9214, 6.1260], [-1.8990, -1.2270, 3.8825], [1.7036, -2.9978, 2.5302], [0.9867, -1.8449, 2.3461], [2.7616, -2.7515, 2.7137], [1.6126, -3.6504, 1.6493], [1.3087, -3.5262, 3.4132]]
}



Record 3
{
  "formula": "C20H17N3O3S",
  "method": "ωB97M-V with the def2-TZVPD basis set",
  "de_lowest_ev": 2.5555,
  "homo_lumo_gap_ha": 0.3108,
  "homo_ev": -8.42,
  "total_charge": 0,
  "symbols": ["C", "C", "C", "C", "C", "C", "C", "H", "H", "O", "C", "C", "N", "N", "C", "S", "C", "C", "C", "C", "O", "N", "C", "C", "C", "C", "C", "C", "H", "H", "H", "H", "H", "H", "H", "H", "O", "H", "H", "H", "H", "H", "H", "H"],
  "positions_angstrom": [[-1.2051, -3.4389, 2.1472], [-1.5793, -1.9873, 2.1116], [-0.7898, -1.0406, 2.7471], [-1.1284, 0.3021, 2.7423], [-2.2797, 0.7186, 2.0875], [-3.0838, -0.2234, 1.4518], [-2.7347, -1.5585, 1.4681], [-3.3679, -2.2773, 0.9674], [-3.9763, 0.1152, 0.9494], [-2.7126, 2.0267, 2.0106], [-1.7736, 3.0461, 2.2522], [-0.5860, 2.8923, 1.3661], [0.6474, 2.7384, 1.7131], [1.3601, 2.5199, 0.5946], [0.5132, 2.5433, -0.3892], [0.8388, 2.2767, -2.0583], [2.3350, 1.2264, -1.8321], [1.9274, -0.1103, -1.3022], [2.2087, -0.4378, -0.0202], [1.8186, -1.7047, 0.5708], [2.0595, -2.0633, 1.7076], [1.1188, -2.5325, -0.2826], [0.7927, -2.2520, -1.5778], [0.0732, -3.1763, -2.3400], [-0.2488, -2.8925, -3.6466], [0.1387, -1.6816, -4.2149], [0.8471, -0.7630, -3.4756], [1.1926, -1.0241, -2.1434], [1.1290, 0.1736, -3.9298], [-0.1195, -1.4631, -5.2395], [-0.8041, -3.6092, -4.2323], [-0.2229, -4.1125, -1.8895], [0.8163, -3.4169, 0.1085], [2.7356, 0.2439, 0.6294], [2.7965, 1.1647, -2.8158], [2.9851, 1.7521, -1.1369], [-0.7455, 2.7858, 0.0244], [-2.2999, 3.9781, 2.0246], [-1.4300, 3.0648, 3.2935], [-0.4825, 1.0034, 3.2459], [0.1178, -1.3489, 3.2429], [-0.1370, -3.5484, 2.3205], [-1.4854, -3.9368, 1.2200], [-1.7298, -3.9381, 2.9626]]
}



Record 4
{
  "formula": "C20H17N3O4",
  "method": "ωB97M-V with the def2-TZVPD basis set",
  "de_lowest_ev": 6.0537,
  "homo_lumo_gap_ha": 0.3125,
  "homo_ev": -8.65,
  "total_charge": 0,
  "symbols": ["O", "N", "N", "O", "O", "O", "C", "C", "C", "C", "C", "C", "C", "C", "C", "C", "C", "C", "C", "C", "C", "C", "C", "N", "C", "C", "C", "H", "H", "H", "H", "H", "H", "H", "H", "H", "H", "H", "H", "H", "H", "H", "H", "H"],
  "positions_angstrom": [[4.1364, 0.9034, -1.5000], [0.8652, 0.1671, -1.8910], [-3.9656, -1.2663, -2.5005], [1.1979, -2.1841, -2.0501], [-4.1724, 0.8335, -1.6297], [0.2886, 0.4982, 1.6044], [3.0620, 0.6920, -1.0473], [0.3422, -1.1066, -2.0431], [2.3922, -1.5730, -1.6696], [2.1600, -0.2228, -1.5834], [-3.1695, 2.1685, 0.1839], [-2.3669, 1.7801, 1.3131], [-3.1380, -2.3083, -2.9707], [-3.3885, -0.1897, -1.9273], [2.5171, -1.9706, 3.2006], [3.7657, -1.5949, 2.5997], [1.3670, -1.2191, 2.7697], [-1.7567, -2.2258, -2.7901], [-1.9780, -0.0658, -1.8915], [3.8704, -0.5162, 1.7563], [1.5025, -0.1585, 1.8223], [-1.1597, -1.0874, -2.2531], [2.7610, 0.1061, 1.2946], [2.9936, 0.9989, 0.2567], [-4.3135, 1.3057, -0.3048], [0.2153, 1.8130, 0.9190], [-1.0362, 2.4587, 1.6673], [3.2448, -2.2142, -1.4798], [-3.0238, 3.1307, -0.3047], [-2.4974, 0.8079, 1.6981], [-3.5949, -3.1474, -3.4645], [2.2891, -2.7629, 3.8885], [4.6439, -2.2263, 2.7781], [0.4144, -1.2492, 3.3137], [-1.1751, -3.1583, -3.1503], [-1.5014, 0.8082, -1.5567], [4.7281, -0.2698, 1.1291], [3.8125, 1.6183, 0.4527], [-5.2422, 1.9386, -0.1636], [-4.3987, 0.4985, 0.3867], [0.0634, 1.8177, -0.2144], [1.1303, 2.4406, 1.1915], [-0.7196, 2.3875, 2.7490], [-1.1655, 3.5438, 1.4113]]
}



Record 5
{
  "formula": "C20H17N5O3S",
  "method": "ωB97M-V with the def2-TZVPD basis set",
  "de_lowest_ev": 0.0084,
  "homo_lumo_gap_ha": 0.3053,
  "homo_ev": -7.98,
  "total_charge": 0,
  "symbols": ["C", "H", "O", "C", "C", "C", "C", "C", "C", "H", "H", "C", "N", "O", "C", "N", "C", "H", "H", "S", "C", "N", "C", "C", "C", "O", "N", "H", "C", "C", "C", "C", "C", "C", "H", "H", "H", "H", "H", "N", "H", "H", "H", "H", "H", "H"],
  "positions_angstrom": [[2.9880, 2.4016, -3.4140], [3.0498, 2.7251, -4.4519], [1.6997, 2.7687, -2.9778], [1.3245, 2.4504, -1.7140], [0.0155, 2.7977, -1.3632], [-0.4789, 2.4875, -0.1176], [0.3329, 1.8405, 0.8150], [1.6417, 1.5120, 0.4744], [2.1351, 1.8083, -0.7800], [3.1466, 1.5263, -1.0237], [2.2589, 1.0048, 1.1987], [-0.1987, 1.4588, 2.1018], [0.5263, 1.0874, 3.1262], [-0.3656, 0.7294, 4.0892], [-1.5851, 0.9074, 3.5643], [-1.5438, 1.3689, 2.3560], [-2.7794, 0.4374, 4.2872], [-2.8391, 0.8343, 5.2985], [-3.6746, 0.6568, 3.7108], [-2.6057, -1.3866, 4.4855], [-1.9304, -1.7027, 2.8686], [-2.5901, -1.2986, 1.8458], [-1.9934, -1.3842, 0.6197], [-0.7126, -1.8851, 0.4475], [-0.0112, -2.4186, 1.5840], [1.0855, -2.9352, 1.6220], [-0.7255, -2.2831, 2.8032], [-0.2454, -2.5925, 3.6408], [-0.0291, -1.8784, -0.8547], [0.7212, -2.9776, -1.2692], [1.3785, -2.9586, -2.4850], [1.3010, -1.8468, -3.3078], [0.5640, -0.7471, -2.9020], [-0.0947, -0.7605, -1.6866], [-0.6325, 0.1172, -1.3622], [0.5019, 0.1297, -3.5306], [1.8159, -1.8364, -4.2577], [1.9563, -3.8177, -2.7931], [0.7913, -3.8439, -0.6316], [-2.7677, -0.9174, -0.3855], [-2.5198, -1.1257, -1.3366], [-3.7227, -0.7070, -0.1551], [-1.4943, 2.7330, 0.1520], [-0.5947, 3.2985, -2.0985], [3.7670, 2.9040, -2.8325], [3.1335, 1.3182, -3.3605]]
}



For reference, E by record: -2140.27050 -2403.85257 -1560.52464 -1237.39502 -1670.05080 hartree.